ORCA calculation (ωB97M-V with the def2-TZVPD basis set) on a molecular structure, C23H29CeN5O3Si at a distorted geometry.

```
62
C23H29CeN5O3Si (ωB97M-V with the def2-TZVPD basis set)
Ce 0.78851 -0.39115 1.51288
C -0.99244 -3.86176 2.37681
C -1.86727 -2.64513 2.25499
C -3.23141 -2.69911 2.42940
C -3.97893 -1.52658 2.28373
C -3.36126 -0.34051 1.96172
C -1.97209 -0.32331 1.80065
N -1.25315 -1.48122 1.94849
N -1.20645 0.76168 1.50855
Si -1.50373 2.00446 0.32616
C -1.94668 1.08929 -1.27516
C -2.73956 3.35885 0.69792
C 0.25749 2.72659 0.15971
H -1.27552 -4.45832 3.24183
H 0.05639 -3.57929 2.48217
H -1.09829 -4.49333 1.49260
H -3.70671 -3.63870 2.67072
H -5.05009 -1.54861 2.43785
H -3.91129 0.58447 1.84924
H -3.02894 0.97461 -1.36580
H -1.51274 0.08314 -1.26271
H -1.59932 1.60649 -2.17047
H -3.76066 2.97499 0.73773
H -2.70357 4.12103 -0.08243
H -2.52779 3.84938 1.65015
H 1.03449 1.98362 0.41060
H 0.39300 3.57910 0.82698
H 0.45351 3.07823 -0.85324
C 2.18067 2.05854 4.10544
C 2.12124 0.53964 4.21214
C 2.84078 -0.02299 5.42038
O 0.71943 0.11166 4.16415
C 2.57595 -0.12645 2.89716
O 2.36178 -1.36183 2.77090
O 2.73540 0.59948 1.87619
H 1.96783 2.50978 5.07253
H 1.43786 2.40295 3.38397
H 3.16379 2.38658 3.77117
H 2.42869 0.40071 6.33664
H 3.90010 0.23081 5.37475
H 2.74277 -1.10792 5.45006
H 0.34435 0.21766 5.04512
N 1.11272 1.23501 -9.42807
C 1.10812 0.84860 -8.34680
C 1.08933 0.37663 -6.99519
C 1.41017 1.24192 -5.95158
C 1.37162 0.79442 -4.64567
C 1.02208 -0.52327 -4.36969
C 0.71526 -1.39128 -5.40953
C 0.74548 -0.94352 -6.71694
N 0.97400 -0.98382 -3.01391
C 0.45591 -2.18527 -2.57665
C 0.59758 -2.20291 -1.22933
N 1.19259 -1.02148 -0.82305
C 1.40041 -0.31780 -1.92860
H 1.69064 2.26311 -6.16801
H 1.61163 1.49000 -3.85365
H 0.46477 -2.42616 -5.22527
H 0.50984 -1.62017 -7.52610
H 0.02256 -2.91510 -3.23442
H 0.35074 -2.99249 -0.53671
H 1.87841 0.64601 -1.95248
```

total energy	-2157.5178	hartree
energy relative to the best compared isomer or geometry (same formula, charge and spin)	18.34	kJ/mol
HOMO (spin up / spin down)	-14.233 / -14.233	eV
net charge	+2
frontier orbital gap (spin up / spin down)	5.56 / 5.58	eV

Table of Löwdin atomic charges, one value per atom, all in e:
1 Ce 1.597
2 C 0.006
3 C -0.280
4 C 0.010
5 C 0.007
6 C 0.025
7 C -0.404
8 N 0.001
9 N -0.146
10 Si 0.466
11 C -0.133
12 C -0.148
13 C -0.126
14 H 0.102
15 H 0.078
16 H 0.100
17 H 0.133
18 H 0.133
19 H 0.123
20 H 0.045
21 H 0.017
22 H 0.042
23 H 0.036
24 H 0.051
25 H 0.044
26 H -0.012
27 H 0.054
28 H 0.051
29 C 0.026
30 C -0.486
31 C 0.028
32 O -0.035
33 C -0.622
34 O 0.024
35 O 0.006
36 H 0.110
37 H 0.092
38 H 0.116
39 H 0.110
40 H 0.118
41 H 0.106
42 H 0.147
43 N 0.200
44 C -0.160
45 C -0.203
46 C 0.007
47 C 0.001
48 C -0.162
49 C 0.010
50 C 0.013
51 N 0.033
52 C 0.011
53 C -0.092
54 N -0.072
55 C -0.093
56 H 0.135
57 H 0.108
58 H 0.114
59 H 0.137
60 H 0.135
61 H 0.121
62 H 0.149

---

ORCA calculation (ωB97M-V with the def2-TZVPD basis set) on a molecular structure, C3H12O4 at a distorted geometry.

```
19
C3H12O4 (ωB97M-V with the def2-TZVPD basis set)
C 1.50407 -0.25993 0.19873
O 1.26009 0.81515 -0.71174
C 1.08480 0.04445 1.56543
C 0.44747 -0.80525 2.39008
H 2.69369 -0.36311 0.02582
H 1.02430 -1.21054 -0.04992
H -0.76009 0.04178 0.68440
H 1.30028 1.03818 1.98089
H 0.15220 -0.46696 3.41142
H 0.57299 -1.87351 1.99387
H 0.42059 -0.42317 -1.78457
H -0.96136 -1.12056 -2.04774
O -0.04531 -1.26027 -1.99180
H -2.12168 0.67624 -1.23932
H -2.11845 -0.19582 0.02978
O -2.56228 -0.24104 -0.84995
H 0.08622 1.24466 -0.73445
H -1.13379 2.68207 -1.43085
O -0.84372 1.67764 -1.44009
```

total energy	-422.3099	hartree
energy relative to the best compared isomer or geometry (same formula, charge and spin)	359.97	kJ/mol
HOMO (spin up / spin down)	-4.222 / -4.871	eV
spin multiplicity	2
net charge	-1
expectation value of S²	0.756
frontier orbital gap (spin up / spin down)	8.19 / 8.30	eV

Table of natural (NBO) atomic charges, one value per atom, all in e:
1 C -0.147
2 O -0.854
3 C -0.150
4 C -0.440
5 H 0.160
6 H 0.191
7 H -0.069
8 H 0.191
9 H 0.201
10 H 0.203
11 H 0.503
12 H 0.485
13 O -1.013
14 H 0.517
15 H 0.443
16 O -1.042
17 H 0.511
18 H 0.445
19 O -1.134

---

ORCA calculation (ωB97M-V with the def2-TZVPD basis set) on C5H5NO2 in the gas phase at a distorted geometry.

```
13
C5H5NO2 (ωB97M-V with the def2-TZVPD basis set)
C -3.08809 -0.01140 0.20143
C -1.99528 -0.39656 -0.01280
C -0.53705 -0.65115 -0.37325
O -0.14200 -1.81231 -0.62484
C 0.71320 0.12061 0.05014
C 1.93547 -0.76549 0.23490
N 0.86135 1.34718 -0.05155
O -0.23349 2.13741 -0.45320
H -4.13159 -0.08701 0.46651
H 2.57489 0.00900 0.53338
H 1.75525 -1.42907 0.97254
H 2.23863 -1.46688 -0.61966
H 0.04871 3.00566 -0.32359
```

total energy	-398.5675	hartree
structure (SMILES)	C#CC(=O)/C(C)=N\O
energy relative to the best compared isomer or geometry (same formula, charge and spin)	553.95	kJ/mol
HOMO	-10.006	eV
frontier orbital gap	9.49	eV

Table of natural (NBO) atomic charges, one value per atom, all in e:
1 C -0.149
2 C -0.098
3 C 0.450
4 O -0.489
5 C 0.146
6 C -0.623
7 N -0.104
8 O -0.551
9 H 0.244
10 H 0.226
11 H 0.218
12 H 0.251
13 H 0.479

---

ORCA calculation (ωB97M-V with the def2-TZVPD basis set) on 5 unconnected molecules or ions with the total composition C23H43BN7O4 at a distorted geometry.

```
78
C23H43BN7O4 (ωB97M-V with the def2-TZVPD basis set)
C -1.55427 4.02798 3.78196
B -2.52627 4.18122 2.51765
O -3.46691 5.27876 2.67482
N -2.68193 3.39683 1.32826
C -3.13142 4.27061 0.21886
N -2.20996 5.43016 0.00387
C -1.63736 2.53115 0.78693
C -0.54594 1.90609 1.68447
C 0.83756 2.67068 1.68692
C 1.48610 2.70758 0.28202
N 1.30745 3.90761 -0.52119
O 2.15490 1.82551 -0.16448
C -2.35635 1.29744 0.08484
O -2.69825 0.36406 0.82580
O -2.52395 1.27926 -1.16618
H -0.50574 4.33098 3.57871
H -1.57796 3.00279 4.18521
H -1.86579 4.66800 4.63908
H -3.02921 6.08472 2.36647
H -3.12092 3.71739 -0.74715
H -4.17956 4.59547 0.34555
H -2.75278 6.28459 -0.08102
H -1.67328 5.30258 -0.84756
H -1.12255 3.04043 -0.06303
H -0.87151 1.69415 2.72126
H -0.29975 0.90469 1.26533
H 0.75325 3.71514 2.03849
H 1.51462 2.05316 2.31827
H 0.44463 3.86501 -1.05783
H 1.30774 4.72689 0.08212
C -1.22859 -1.41816 -2.27054
C -0.85287 -2.39033 -1.15941
C -0.11261 -3.63460 -1.66940
C -0.96698 -4.38313 -2.61483
N -1.62233 -4.97424 -3.34401
H -1.91925 -1.87221 -2.98631
H -1.72405 -0.53865 -1.84907
H -0.33964 -1.08219 -2.81504
H -1.76074 -2.69180 -0.63202
H -0.21761 -1.87401 -0.43641
H 0.14643 -4.29117 -0.83886
H 0.81345 -3.34818 -2.17327
C 1.70424 -0.28798 6.97047
C 0.74048 -0.70666 5.86517
C 0.85375 0.16620 4.61264
C 0.54197 1.57584 4.94088
N 0.29253 2.66329 5.19435
H 1.49770 0.72524 7.32018
H 1.60936 -0.95401 7.83006
H 2.73986 -0.32742 6.62345
H -0.28121 -0.66696 6.25031
H 0.94052 -1.74523 5.59212
H 0.15614 -0.17982 3.84741
H 1.86279 0.11409 4.19860
C 0.68920 -9.93723 -1.52574
C -0.16760 -9.04372 -2.41686
C 0.44677 -7.65975 -2.64293
C 0.60234 -6.95223 -1.35309
N 0.72573 -6.41913 -0.34922
H 0.79944 -9.51741 -0.52416
H 0.22769 -10.92031 -1.41667
H 1.68608 -10.07596 -1.95188
H -1.15749 -8.93744 -1.96715
H -0.30511 -9.53201 -3.38431
H -0.19418 -7.06400 -3.29421
H 1.42573 -7.74775 -3.11878
C 3.02247 2.51855 -3.53650
C 2.09613 2.00669 -4.63360
C 2.22318 2.79549 -5.94114
C 1.87655 4.21838 -5.72229
N 1.60870 5.31676 -5.55334
H 2.78716 3.54732 -3.25907
H 2.91721 1.91039 -2.63794
H 4.06862 2.47834 -3.85532
H 1.06472 2.05004 -4.27560
H 2.32336 0.95634 -4.83111
H 1.55188 2.38334 -6.69633
H 3.24319 2.73630 -6.32605
```

total energy	-1611.3944	hartree
HOMO	-4.793	eV
net charge	-1
frontier orbital gap	7.15	eV

Table of Löwdin atomic charges, one value per atom, all in e:
1 C -0.041
2 B -0.530
3 O 0.029
4 N 0.070
5 C -0.221
6 N 0.022
7 C -0.224
8 C -0.118
9 C -0.095
10 C -0.481
11 N 0.104
12 O 0.086
13 C -0.683
14 O -0.045
15 O -0.087
16 H 0.043
17 H 0.028
18 H 0.067
19 H 0.074
20 H 0.118
21 H 0.123
22 H 0.061
23 H 0.055
24 H 0.112
25 H 0.088
26 H 0.121
27 H 0.097
28 H 0.103
29 H 0.072
30 H 0.074
31 C -0.101
32 C -0.252
33 C -0.196
34 C -0.241
35 N 0.138
36 H 0.070
37 H 0.040
38 H 0.070
39 H 0.116
40 H 0.107
41 H 0.065
42 H 0.119
43 C -0.117
44 C -0.262
45 C -0.173
46 C -0.218
47 N 0.173
48 H 0.069
49 H 0.068
50 H 0.074
51 H 0.113
52 H 0.108
53 H 0.119
54 H 0.121
55 C -0.117
56 C -0.263
57 C -0.181
58 C -0.226
59 N 0.160
60 H 0.069
61 H 0.069
62 H 0.074
63 H 0.114
64 H 0.107
65 H 0.084
66 H 0.119
67 C -0.112
68 C -0.263
69 C -0.192
70 C -0.241
71 N 0.134
72 H 0.064
73 H 0.056
74 H 0.073
75 H 0.115
76 H 0.106
77 H 0.111
78 H 0.113

---

ORCA calculation (ωB97M-V with the def2-TZVPD basis set) on a molecular structure, C9H18O14PV at a distorted geometry.

```
43
C9H18O14PV (ωB97M-V with the def2-TZVPD basis set)
O 23.36621 -2.92990 -2.56011
V 23.83946 -1.65680 -1.70325
P 22.91860 -0.57782 0.35767
O 24.28408 -0.27063 -0.20221
O 22.60008 0.20381 -0.86991
O 22.96400 0.40758 1.53124
O 23.00046 -2.07445 0.12746
C 24.61447 1.62389 -3.43974
O 24.00493 1.09731 -4.66411
C 23.27914 -0.03788 -4.65989
O 23.09861 -0.65831 -3.63527
O 22.89140 -0.44848 -5.99693
C 23.05356 0.42025 -7.07487
H 24.10678 1.36018 -2.51194
H 24.50150 2.70791 -3.45524
H 25.67352 1.43336 -3.26587
H 22.58200 1.39530 -6.95236
H 22.76153 0.00384 -8.03894
H 24.09446 0.73147 -7.16307
C 27.55799 0.29416 -0.77767
O 28.05107 -0.24775 -2.05638
C 27.18999 -0.80815 -2.84295
O 26.03239 -1.07660 -2.62379
O 27.85775 -1.15137 -4.01473
C 27.13130 -1.70277 -5.05845
H 27.00718 1.20598 -1.00848
H 28.31024 0.65285 -0.07513
H 26.93953 -0.44916 -0.27461
H 28.05494 -1.92996 -5.59077
H 26.40004 -1.04621 -5.52993
H 26.56321 -2.57601 -4.73781
C 28.51194 -3.71928 0.86577
O 27.51199 -3.24029 -0.03371
C 26.24057 -3.42010 0.13428
O 25.40329 -3.22830 -0.80803
O 25.96029 -3.77169 1.35586
C 24.62532 -3.99441 1.74043
H 28.58681 -2.97614 1.65965
H 29.52068 -3.69933 0.45326
H 28.37234 -4.68766 1.34621
H 24.13515 -4.48129 0.89736
H 24.11224 -3.06137 1.97341
H 24.48925 -4.58405 2.64702
```

total energy	-2692.4404	hartree
energy relative to the best compared isomer or geometry (same formula, charge and spin)	478.98	kJ/mol
HOMO (spin up / spin down)	-1.844 / -2.311	eV
spin multiplicity	2
net charge	-1
expectation value of S²	0.855
frontier orbital gap (spin up / spin down)	4.35 / 4.81	eV

Table of natural (NBO) atomic charges, one value per atom, all in e:
1 O -0.626
2 V 1.478
3 P 2.425
4 O -1.162
5 O -1.115
6 O -1.110
7 O -1.082
8 C -0.280
9 O -0.541
10 C 1.038
11 O -0.572
12 O -0.517
13 C -0.250
14 H 0.274
15 H 0.188
16 H 0.182
17 H 0.179
18 H 0.193
19 H 0.175
20 C -0.269
21 O -0.492
22 C 1.019
23 O -0.639
24 O -0.519
25 C -0.260
26 H 0.198
27 H 0.191
28 H 0.245
29 H 0.200
30 H 0.180
31 H 0.201
32 C -0.260
33 O -0.494
34 C 1.029
35 O -0.640
36 O -0.505
37 C -0.270
38 H 0.189
39 H 0.195
40 H 0.195
41 H 0.214
42 H 0.241
43 H 0.177